C47H37As2N4NiO2 as an isolated structure, computed with the ωB97M-V functional and the def2-TZVPD basis.

As for the energy: -8162.45100 a.u. For the HOMO energy (alpha / beta), the calculation gives -9.899 / -9.898 eV. For the max |F|, the calculation gives 0.0152 hartree/bohr. The net charge is +1. The spin multiplicity is 3. The calculation puts the energy relative to the best compared isomer or geometry (same formula, charge and spin) at 0.387 eV.

Geometry (Å):
1 Ni -1.17109 -1.84010 0.09679
2 C 2.13423 2.42362 -0.78580
3 C 3.13360 1.47276 -0.13125
4 As 2.36608 -0.20497 0.56867
5 C 1.90724 -1.01079 -1.16548
6 C 0.61105 -0.72397 -1.60626
7 C 0.13514 -1.20146 -2.82797
8 C 0.95623 -2.00915 -3.60051
9 C 2.24238 -2.31004 -3.16700
10 C 2.72178 -1.80870 -1.96284
11 C 4.00104 -1.17440 0.97964
12 C 5.19418 -1.06710 0.26499
13 C 6.31643 -1.78490 0.64941
14 C 6.26395 -2.62098 1.75758
15 C 5.08711 -2.73217 2.48020
16 C 3.96528 -2.00895 2.09357
17 As 0.44385 2.67903 0.21033
18 C 1.27149 3.43694 1.80181
19 C 1.08686 2.75585 3.00053
20 C 1.70118 3.20579 4.16497
21 C 2.49616 4.33987 4.13563
22 C 2.67926 5.02894 2.94199
23 C 2.07125 4.57760 1.78107
24 C -0.14777 4.30526 -0.68953
25 C -0.16629 4.35963 -2.08129
26 C -0.68182 5.46778 -2.73925
27 C -1.19412 6.53300 -2.01276
28 C -1.19468 6.47985 -0.62689
29 C -0.67616 5.37177 0.03046
30 H 1.86072 2.06289 -1.77969
31 H 2.60105 3.40321 -0.90410
32 H 3.62743 1.93990 0.72279
33 H 3.90017 1.20709 -0.86186
34 H 0.02210 -0.02080 -1.01865
35 H -0.86466 -0.94353 -3.14884
36 H 0.60415 -2.39223 -4.54958
37 H 2.88300 -2.93197 -3.77983
38 H 3.72642 -2.05807 -1.64429
39 H 5.26124 -0.41290 -0.59613
40 H 7.23562 -1.68932 0.08626
41 H 7.14272 -3.17405 2.06115
42 H 5.04331 -3.37180 3.35221
43 H 3.05295 -2.09112 2.67520
44 H 0.44975 1.87855 3.02547
45 H 1.55123 2.67259 5.09522
46 H 2.97075 4.69219 5.04223
47 H 3.29606 5.91813 2.91741
48 H 2.21632 5.12299 0.85510
49 H 0.21714 3.53313 -2.66995
50 H -0.68224 5.49861 -3.82124
51 H -1.59168 7.39960 -2.52405
52 H -1.59588 7.30561 -0.05341
53 H -0.68489 5.34842 1.11421
54 C -5.29293 -3.11515 0.07149
55 C -4.12553 -2.38311 0.32427
56 N -2.92971 -2.84585 0.01568
57 C -2.82933 -4.05966 -0.57048
58 C -3.93035 -4.86030 -0.85756
59 C -5.19665 -4.34866 -0.51859
60 C -3.71449 -6.14897 -1.46129
61 C -2.46655 -6.59603 -1.71587
62 C -1.31338 -5.79299 -1.40169
63 C 0.01784 -6.21767 -1.57715
64 C 1.04507 -5.39330 -1.20093
65 C 0.75147 -4.12102 -0.68667
66 N -0.48579 -3.68776 -0.55017
67 C -1.50334 -4.52446 -0.86554
68 H -6.25005 -2.69470 0.34270
69 H -4.16136 -1.40481 0.78403
70 H -6.08439 -4.93295 -0.72512
71 H -4.57637 -6.75790 -1.69991
72 H -2.31149 -7.56979 -2.16113
73 H 0.21952 -7.19710 -1.99272
74 H 2.07705 -5.69692 -1.29821
75 H 1.54115 -3.44332 -0.39223
76 N -0.50393 -2.12748 3.19948
77 C -0.52224 -2.04419 2.05232
78 H -0.57330 -2.06540 4.19563
79 O -1.77570 0.56381 2.65340
80 C -2.19714 0.70549 1.52922
81 N -1.88939 -0.08274 0.41756
82 C -2.58333 0.36189 -0.66707
83 O -2.57847 -0.23751 -1.73762
84 C -3.33437 1.59575 -0.30166
85 C -4.13957 2.43581 -1.04266
86 C -4.72243 3.50397 -0.36619
87 C -4.50516 3.70228 0.99668
88 C -3.69372 2.84319 1.73295
89 C -3.11604 1.79324 1.04957
90 H -4.29804 2.27686 -2.10052
91 H -5.35401 4.19626 -0.90659
92 H -4.97783 4.54280 1.48730
93 H -3.51227 2.99130 2.78888

Cartesian forces, eV/Å:
0.5323 -0.2480 0.1134
0.0319 -0.0212 -0.0712
0.0225 -0.0474 -0.0953
-0.0582 -0.0270 -0.0563
-0.1414 0.0967 0.0506
0.1137 0.1773 -0.1415
0.0742 -0.0601 0.1229
0.0094 -0.0314 -0.0300
-0.0147 0.0161 -0.0194
0.0204 -0.0056 0.0476
0.1256 -0.0010 0.0498
-0.0282 0.0659 -0.0140
0.0010 -0.0317 0.0179
0.0087 0.0245 -0.0199
-0.0333 -0.0028 0.0077
0.0080 -0.0855 0.0021
0.1135 0.0840 0.0592
-0.0911 -0.0515 0.0930
0.0081 0.0394 0.0589
-0.0327 -0.0321 -0.0204
0.0147 0.0117 0.0016
-0.0043 -0.0196 -0.0029
0.0283 -0.0088 -0.0526
-0.0198 -0.0490 -0.0220
-0.0161 -0.0156 -0.0405
0.0106 0.0005 -0.0037
-0.0023 -0.0154 -0.0047
0.0221 -0.0178 0.0160
-0.0718 0.0554 0.0465
0.0398 -0.0210 -0.0006
-0.0384 0.0026 -0.0759
-0.0519 0.0475 0.0124
0.0403 0.0477 0.0746
-0.0790 -0.0441 -0.1169
0.0119 0.0136 -0.0110
-0.0085 -0.0041 0.0001
0.0109 -0.0022 -0.0036
0.0114 0.0150 0.0051
-0.0044 -0.0126 0.0102
0.0041 0.0077 -0.0006
0.0056 -0.0098 -0.0008
0.0017 -0.0028 0.0014
-0.0006 0.0255 -0.0108
0.0049 -0.0154 0.0088
-0.0007 0.0021 0.0014
0.0043 0.0062 -0.0021
-0.0006 -0.0001 0.0024
-0.0161 0.0048 -0.0054
0.0141 0.0018 0.0191
0.0026 -0.0009 -0.0048
-0.0063 0.0036 -0.0080
0.0009 0.0015 0.0106
0.0266 -0.0232 0.0012
0.0359 0.0602 0.0267
-0.0080 -0.1321 -0.0599
-0.2961 -0.0800 0.0089
0.1150 0.0801 0.0240
-0.0886 -0.1182 -0.0473
0.0000 -0.0276 -0.0313
-0.0087 0.0678 0.0223
0.0734 0.0680 0.0062
-0.0262 -0.1417 -0.0419
0.0025 -0.0314 -0.0275
-0.0252 0.0830 0.0370
-0.0240 -0.0944 -0.0673
0.0805 -0.0470 0.0097
-0.0271 0.2085 0.0956
-0.0094 0.0001 0.0029
-0.0162 0.0288 0.0141
-0.0021 -0.0070 -0.0034
-0.0098 -0.0077 0.0063
0.0075 -0.0176 0.0082
-0.0133 -0.0064 0.0039
0.0108 -0.0053 -0.0096
-0.0178 -0.0215 -0.0152
0.0971 -0.0547 -0.1171
-0.2626 -0.1266 0.1281
0.0804 0.0523 0.0073
-0.0179 -0.2101 0.0862
0.2661 0.3045 -0.4527
-0.4585 0.2348 0.5898
-0.1326 0.0697 -0.4144
0.0250 0.0385 0.1292
-0.0427 -0.0848 -0.0468
0.0739 0.0252 0.0577
0.0113 0.0275 0.0395
-0.0232 0.0294 -0.0564
0.0564 -0.0161 -0.0769
-0.0004 -0.0055 0.1495
-0.0112 -0.0091 -0.0073
-0.0083 0.0107 0.0069
0.0020 0.0099 0.0010
-0.0120 0.0023 0.0147

=====

C47H38N11O2PTl as an isolated structure, computed with the ωB97M-V functional and the def2-TZVPD basis.

As for the energy: -3080.36103 a.u. For the HOMO energy, the calculation gives -9.700 eV. For the max |F|, the calculation gives 0.0101 hartree/bohr. The net charge is +1. The calculation puts the energy relative to the best compared isomer or geometry (same formula, charge and spin) at 1.588 eV.

Geometry (Å):
1 Tl -1.28671 -0.03043 -1.70944
2 N -4.28061 1.70777 -1.46556
3 C -3.53201 1.78462 -0.33141
4 N -4.03440 1.04815 0.69748
5 C -3.38475 1.13632 1.83476
6 N -3.82190 0.45145 2.90614
7 N -2.31481 1.93092 1.96268
8 C -1.62943 2.43061 0.79503
9 N -2.42167 2.48087 -0.36751
10 C 0.64378 2.01919 -0.19109
11 C 1.72102 2.67330 0.40248
12 C 2.63705 3.31074 -0.41199
13 C 2.46879 3.25770 -1.79062
14 C 1.40730 2.52942 -2.28959
15 N 0.51851 1.91288 -1.50958
16 H -5.22128 1.37370 -1.34413
17 H -4.12339 2.39796 -2.18161
18 H -4.71521 -0.00255 2.83711
19 H -3.38461 0.55168 3.80401
20 H 1.81145 2.69638 1.47970
21 H 3.45797 3.86570 0.02301
22 H 3.15169 3.76276 -2.45877
23 H 1.25272 2.42528 -3.35753
24 O -1.70328 3.45203 -3.26988
25 N -1.53256 2.24101 -3.91710
26 C -1.36874 2.44104 -5.15398
27 C -1.25373 1.43420 -6.21505
28 C -1.57645 1.92771 -7.48485
29 C -1.65273 1.10377 -8.58920
30 C -1.40846 -0.24930 -8.44802
31 C -1.03479 -0.74896 -7.21323
32 C -0.91961 0.06693 -6.08713
33 P -0.22523 -0.66934 -4.53200
34 C 1.47572 -1.13026 -5.04648
35 C 1.80492 -2.10684 -5.98615
36 C 3.13109 -2.37117 -6.28615
37 C 4.14901 -1.67152 -5.64965
38 C 3.83557 -0.70616 -4.70691
39 C 2.50583 -0.44244 -4.40575
40 C -1.10623 -2.27221 -4.46687
41 C -2.48300 -2.30985 -4.69241
42 C -3.19148 -3.48956 -4.52516
43 C -2.53742 -4.64427 -4.11790
44 C -1.17340 -4.61033 -3.86915
45 C -0.46205 -3.42998 -4.03306
46 H -1.74672 3.23108 -2.32766
47 H -1.40471 3.47449 -5.50072
48 H -1.79206 2.98298 -7.59860
49 H -1.91144 1.51382 -9.55619
50 H -1.49107 -0.91302 -9.29839
51 H -0.83579 -1.80769 -7.12104
52 H 1.03089 -2.67967 -6.47847
53 H 3.37238 -3.13051 -7.01865
54 H 5.18293 -1.88788 -5.88407
55 H 4.62380 -0.16299 -4.20161
56 H 2.25864 0.30045 -3.65788
57 H -3.00087 -1.41355 -5.01471
58 H -4.25733 -3.50877 -4.71156
59 H -3.08999 -5.56583 -3.99236
60 H -0.66037 -5.50655 -3.54483
61 H 0.60335 -3.41277 -3.83683
62 C 1.90447 -1.70351 12.22597
63 O 1.29828 -0.58137 11.60482
64 C 1.16569 -0.59273 10.26315
65 C 0.61490 0.55713 9.69110
66 C 0.43862 0.64108 8.33007
67 C 0.81284 -0.41537 7.49474
68 C 1.34988 -1.55950 8.07282
69 C 1.53022 -1.65826 9.44417
70 C 0.67715 -0.27274 6.04697
71 N -0.06677 0.61761 5.43270
72 C 0.15547 0.41866 4.09343
73 C 1.05081 -0.62144 3.89099
74 N 1.37884 -1.04633 5.15684
75 C 1.42578 -1.07185 2.60614
76 C 2.28812 -2.15064 2.32890
77 C 2.49840 -2.52105 1.03050
78 C 1.82990 -1.82325 0.00929
79 N 1.05158 -0.78991 0.22612
80 C 0.85454 -0.38292 1.50489
81 C 0.02093 0.76513 1.72944
82 N -0.42909 1.47156 0.57936
83 C -1.05425 3.72310 1.36194
84 C -0.89892 3.56652 2.66923
85 C -1.42682 2.19972 3.08467
86 C -0.36296 1.13156 2.99410
87 H 1.95785 -1.46723 13.28407
88 H 2.91264 -1.87156 11.84064
89 H 1.30459 -2.60607 12.08857
90 H 0.34419 1.37593 10.34398
91 H 0.01785 1.53270 7.88526
92 H 1.61484 -2.41659 7.46427
93 H 1.94928 -2.56234 9.85990
94 H 2.00410 -1.79481 5.39648
95 H 2.78445 -2.67623 3.13558
96 H 3.15068 -3.34680 0.78331
97 H 1.94615 -2.13196 -1.02495
98 H -0.79158 4.57030 0.74703
99 H -0.45166 4.24849 3.37641
100 H -1.92506 2.20245 4.05317

Cartesian forces, eV/Å:
-0.0752 0.0203 0.0718
-0.0266 0.0907 -0.0204
-0.0691 0.0472 -0.0059
-0.0396 -0.2077 -0.0350
0.0068 0.0639 0.0517
0.0844 0.0940 -0.0004
-0.0463 0.0123 -0.0995
0.2132 -0.0287 0.0897
0.1027 0.1748 -0.2425
-0.0885 0.1845 -0.1324
-0.0367 -0.0387 0.0136
-0.0355 -0.0217 -0.0384
0.0706 -0.0055 0.0750
-0.0110 -0.0568 -0.1086
-0.1539 0.1553 0.1278
0.0029 -0.0340 -0.0203
0.0610 0.0060 0.0077
-0.0023 -0.0067 -0.0189
-0.0275 -0.0540 0.0195
-0.0319 0.0345 0.0093
0.0250 -0.0355 -0.0061
-0.0048 -0.0275 -0.0242
-0.0454 0.0323 0.0025
-0.0172 0.1799 0.0523
-0.0215 -0.3315 0.3516
0.0893 0.2961 -0.3454
0.0382 -0.4888 -0.1694
-0.0190 0.0246 0.1115
-0.0151 0.0367 -0.1276
0.0354 -0.0955 -0.0422
0.0324 0.0203 0.1170
-0.0622 0.1818 0.1267
0.0593 0.0314 -0.5131
-0.0238 0.0586 0.1915
0.0064 0.0126 -0.0112
-0.0167 -0.0324 -0.0267
-0.0115 0.0132 0.0183
0.0329 0.0028 -0.0074
-0.0400 -0.0491 -0.0415
0.0328 0.0643 0.0182
0.0162 0.0156 -0.0112
-0.0147 -0.0142 0.0343
0.0061 0.0141 -0.0047
-0.0065 -0.0145 0.0456
-0.0018 0.0392 -0.0154
-0.0935 -0.2068 0.3869
0.0528 0.0115 0.0086
-0.0184 0.0027 0.0411
-0.0168 0.0201 0.0110
0.0095 -0.0120 0.0052
0.0097 -0.0156 0.0153
-0.0209 -0.0014 0.0044
0.0042 -0.0023 0.0054
0.0013 0.0092 -0.0103
-0.0081 0.0041 0.0041
0.0187 0.0172 0.0388
-0.0108 -0.0147 -0.0175
0.0017 0.0107 -0.0120
0.0004 -0.0024 -0.0034
0.0095 0.0039 -0.0083
0.0012 -0.0281 -0.0102
0.0051 -0.0357 0.0224
0.0220 0.0354 0.0097
-0.0174 -0.0382 -0.1001
-0.0197 0.0148 0.0628
-0.0143 0.0266 -0.0632
0.0985 -0.0844 0.0922
-0.0438 0.0275 -0.0350
0.0212 -0.0118 0.0723
0.0329 0.0171 -0.1301
-0.1286 0.0886 0.0944
0.1768 -0.1299 -0.0536
-0.0411 0.0871 0.0701
-0.0583 -0.1099 0.0296
-0.0472 0.0344 -0.0963
0.0053 0.0471 -0.0396
0.0184 -0.0764 0.0465
-0.0113 0.0592 -0.0097
-0.0032 0.0242 -0.0365
0.1240 -0.0405 0.1651
-0.0453 0.0360 -0.0571
-0.0292 -0.2344 0.0002
-0.0204 -0.0302 -0.0097
-0.0273 0.0354 0.0204
0.0066 0.0439 0.1990
0.0081 -0.0017 -0.1372
-0.0015 0.0035 -0.0019
0.0014 0.0131 0.0001
-0.0109 0.0105 -0.0177
-0.0223 -0.0050 -0.0062
0.0128 0.0085 0.0095
0.0196 0.0122 -0.0105
-0.0187 -0.0078 -0.0016
0.0352 0.0487 0.0385
-0.0343 -0.0293 0.0048
-0.0001 0.0068 -0.0154
0.0174 0.0036 -0.0007
0.0929 -0.0153 0.0106
0.0180 0.0157 -0.0305
-0.0333 -0.0101 -0.0218